DFT (ωB97M-V/def2-TZVPD) results for 9 unconnected molecules or ions with the total composition C22H67N5O9.

Properties
Spin multiplicity   1
Energy above the lowest of the compared OMol25 structures with the same formula, charge and spin   408.58 kJ/mol
Net charge   0
E   -49772.777 eV
HOMO-LUMO gap   9.48 eV
SMILES   COC[C@H](C)N.COC[C@H](C)N.COC[C@H](C)N.COC[C@H](C)N.COC[C@H](C)N.CCO.O.O.O

Positions of all 103 atoms, in Å:
1 O 1.291 -4.765 5.211
2 O 0.696 -1.709 1.405
3 O -0.380 1.709 6.581
4 O -2.653 -5.960 -5.807
5 O 6.940 -2.403 -0.424
6 O 5.930 5.682 2.555
7 O 3.575 0.346 -1.103
8 O 2.220 1.255 -5.058
9 O -6.283 1.410 -1.485
10 N -2.581 -0.987 8.002
11 N -1.094 2.708 -5.663
12 N 4.595 4.522 0.244
13 N -5.961 -2.267 -0.895
14 N -1.848 -5.259 -2.203
15 C 3.920 5.401 1.201
16 C 1.014 1.528 -5.759
17 C -0.804 0.588 7.396
18 C 6.955 -3.172 0.751
19 C -2.142 0.038 7.030
20 C 3.151 0.564 -5.844
21 C -5.222 -0.425 0.493
22 C -1.740 -5.152 -3.654
23 C -6.942 2.159 -2.483
24 C -0.601 1.389 -3.698
25 C -0.274 -5.144 -4.177
26 C 6.557 -2.301 1.943
27 C -0.010 2.275 -4.820
28 C -6.281 -0.900 -0.519
29 C 2.371 4.983 1.271
30 C -0.362 2.943 7.312
31 C -6.328 -0.041 -1.674
32 C -3.224 -4.793 -6.317
33 C 4.565 5.266 2.600
34 C 6.700 5.062 3.580
35 C -3.310 1.064 6.891
36 C -2.632 -6.156 -4.370
37 H -0.027 -6.205 -4.213
38 H 4.211 4.312 2.990
39 H -2.972 -3.886 -5.768
40 H -3.332 -1.583 7.686
41 H -1.350 -4.545 -1.690
42 H 1.888 -5.513 5.235
43 H -0.014 -0.157 7.303
44 H 6.668 -2.856 2.875
45 H -7.275 -0.812 -0.079
46 H 4.442 4.795 -0.716
47 H 4.156 6.024 3.268
48 H -1.383 -6.115 -1.938
49 H 7.959 -3.540 0.961
50 H -7.241 -0.290 -2.215
51 H -6.636 3.202 -2.562
52 H 2.836 -0.457 -6.062
53 H -6.587 -2.554 -1.635
54 H 1.250 -4.520 4.286
55 H -4.260 -0.164 0.052
56 H 0.415 3.189 -4.407
57 H 3.990 6.442 0.884
58 H 0.440 -4.676 -3.498
59 H 0.552 0.561 -5.959
60 H 1.354 -1.252 0.881
61 H 3.440 1.099 -6.749
62 H 5.499 -2.047 2.006
63 H -2.163 -7.140 -4.351
64 H 1.206 2.094 -6.670
65 H 6.346 4.058 3.816
66 H -5.014 -2.299 -1.244
67 H 6.080 -1.996 -0.556
68 H -1.875 -1.709 8.006
69 H -3.654 -6.144 -3.989
70 H -1.332 3.311 7.647
71 H -2.843 -4.655 -7.329
72 H -7.979 2.223 -2.156
73 H 7.068 -1.346 2.065
74 H -5.589 0.482 0.974
75 H 0.125 -1.014 1.733
76 H -4.307 0.685 6.667
77 H -2.098 -4.172 -3.970
78 H 4.115 0.371 -5.375
79 H 6.618 5.733 4.434
80 H -4.313 -4.788 -6.381
81 H -3.454 1.619 7.818
82 H -0.710 3.380 -6.311
83 H 0.249 1.357 -3.017
84 H -2.103 -0.504 6.085
85 H -5.135 -1.050 1.381
86 H -0.742 0.889 8.442
87 H 5.557 4.773 0.424
88 H 1.789 5.324 0.415
89 H -1.638 3.327 -5.079
90 H -0.955 0.419 -4.048
91 H -3.027 1.878 6.224
92 H 7.740 5.012 3.255
93 H 6.397 -4.093 0.583
94 H 2.379 3.895 1.346
95 H 1.890 5.424 2.144
96 H -6.737 1.673 -3.437
97 H -5.563 -0.370 -2.378
98 H 0.371 2.994 8.117
99 H 3.932 1.213 -0.908
100 H 3.294 0.403 -2.017
101 H -0.173 3.648 6.503
102 H -1.370 1.913 -3.130
103 H -0.212 -4.724 -5.181



DFT (ωB97M-V/def2-TZVPD) results for a molecular structure, C22H68CuN16O10.

Properties
Spin multiplicity   2
Net charge   +2
E   -112861.455 eV
HOMO-LUMO gap (spin up / spin down)   9.37 / 7.86 eV

Positions of all 117 atoms, in Å:
1 Cu 0.134 -0.232 -0.020
2 O 1.790 1.105 1.160
3 O -3.279 0.492 -2.219
4 O 0.474 -2.345 0.537
5 O 6.532 -3.101 1.296
6 O 2.258 -0.676 -0.895
7 O -3.179 -3.024 -0.869
8 O -3.467 4.100 3.297
9 O -0.447 -0.495 2.291
10 O -0.371 -1.149 -2.074
11 O 1.168 4.048 -0.967
12 N -4.188 -5.032 -0.548
13 N -1.096 3.761 1.257
14 N -1.085 -0.868 -4.215
15 N 2.390 2.599 2.714
16 N 0.977 -4.570 0.689
17 N 0.251 -2.466 -3.780
18 N -5.066 1.027 -3.476
19 N -0.172 1.775 -0.868
20 N -2.045 -0.699 0.273
21 N -4.307 -1.078 -3.470
22 N -5.267 -3.351 -1.330
23 N 4.312 -1.329 -1.430
24 N 2.887 -1.123 -2.957
25 N 3.849 1.823 1.380
26 N -0.608 -3.918 -0.596
27 N 3.074 -3.955 2.475
28 C 4.063 -1.772 2.011
29 C 1.502 3.133 -2.031
30 C 4.126 -3.258 1.707
31 C -3.521 5.383 4.000
32 C -2.599 -0.070 1.402
33 C 3.145 -0.992 -1.703
34 C -2.163 4.766 1.300
35 C -2.195 5.150 -0.224
36 C 5.479 -3.812 1.997
37 C 0.416 -0.727 3.460
38 C -4.149 -0.296 1.235
39 C 2.657 1.691 1.801
40 C -3.485 4.188 1.920
41 C -1.866 -0.573 2.709
42 C 2.043 5.178 -0.872
43 C 7.710 -3.894 1.220
44 C 0.322 -3.524 0.222
45 C -4.113 -3.750 -0.923
46 C -0.391 -1.462 -3.249
47 C 0.499 2.022 -2.133
48 C -0.539 2.303 -3.201
49 C -4.193 0.174 -2.976
50 H 4.790 -1.773 -2.201
51 H -1.075 2.084 -1.200
52 H 4.603 2.278 1.874
53 H 4.484 -1.600 3.002
54 H 0.855 -5.513 0.347
55 H -1.291 3.346 2.157
56 H 1.756 5.747 0.012
57 H -1.183 5.327 -0.590
58 H -2.389 -1.640 0.145
59 H -6.012 -4.027 -1.235
60 H 8.642 -3.430 1.544
61 H 1.460 2.598 3.108
62 H -3.577 5.311 5.086
63 H 0.014 2.639 -0.377
64 H 4.615 -1.289 1.205
65 H -1.807 5.573 1.940
66 H 0.824 -3.081 -3.219
67 H -2.389 0.992 1.278
68 H -2.155 -1.595 2.953
69 H -4.369 5.984 3.671
70 H 3.131 3.083 3.202
71 H -2.796 6.054 -0.324
72 H 1.762 -4.281 1.256
73 H -1.367 -3.342 -0.929
74 H 7.771 -4.511 0.324
75 H -2.557 5.851 3.802
76 H -4.461 0.036 0.244
77 H -5.886 0.631 -3.913
78 H 3.967 1.431 0.456
79 H -4.618 0.122 2.125
80 H -3.415 -1.551 -3.441
81 H -3.394 -5.653 -0.489
82 H 3.218 -4.923 2.726
83 H -0.670 -4.926 -0.600
84 H -4.260 4.822 1.488
85 H -1.361 1.592 -3.281
86 H -0.209 -1.004 4.309
87 H 5.567 -4.870 1.748
88 H 5.708 -3.621 3.045
89 H -2.078 0.127 3.518
90 H 7.566 -4.620 2.020
91 H 0.798 0.288 3.569
92 H -5.157 -5.279 -0.405
93 H -5.368 -2.481 -1.833
94 H -3.816 3.286 1.405
95 H 1.112 1.167 -2.419
96 H 3.042 4.748 -0.796
97 H -5.060 2.011 -3.245
98 H 0.354 -2.517 -4.783
99 H 1.966 -0.954 -3.336
100 H -2.552 -0.331 -0.519
101 H -0.954 3.308 -3.112
102 H -0.285 4.362 1.289
103 H -1.197 -1.224 -5.153
104 H -4.986 -1.359 -4.163
105 H 3.680 -1.018 -3.574
106 H 2.824 -3.482 3.332
107 H 4.535 -1.209 -0.453
108 H 3.887 -3.285 0.644
109 H -2.544 4.299 -0.808
110 H -4.415 -1.340 1.399
111 H -1.478 0.003 -3.888
112 H 2.484 2.671 -1.930
113 H 1.121 -1.556 3.388
114 H 2.069 5.920 -1.670
115 H 1.344 3.694 -2.951
116 H -0.104 2.184 -4.193
117 H 3.022 -1.460 2.097



DFT (ωB97M-V/def2-TZVPD) results for 10 unconnected molecules or ions with the total composition C22H68N16O10.

Properties
Spin multiplicity   1
Energy above the lowest of the compared OMol25 structures with the same formula, charge and spin   490.92 kJ/mol
Net charge   0
E   -68233.284 eV
HOMO-LUMO gap   8.51 eV
SMILES   COC[C@H](C)N.COC[C@H](C)N.COC[C@H](C)N.COC[C@H](C)N.NC(N)=O.NC(N)=O.NC(N)=O.NC(N)=O.NC(N)=O.NC(N)=O

Positions of all 116 atoms, in Å:
1 O -1.552 1.389 -3.450
2 O -2.250 4.879 3.874
3 O -4.302 -1.800 2.782
4 O 1.794 -0.492 4.008
5 O 1.870 3.994 0.406
6 O 4.901 1.776 -2.036
7 O 0.162 0.429 -0.152
8 O 1.510 -1.055 -4.914
9 O -5.405 0.342 -0.364
10 O -0.856 -3.633 2.861
11 N -4.954 0.782 -2.482
12 N -0.595 3.395 -3.428
13 N 3.360 0.973 -3.377
14 N -1.746 2.743 4.182
15 N -4.469 -1.149 -1.684
16 N 3.390 -3.010 -3.565
17 N 4.171 -0.364 -1.920
18 N 2.377 4.195 -1.713
19 N 2.454 5.938 -0.393
20 N 2.326 1.943 2.567
21 N -5.200 -2.598 0.961
22 N -2.496 3.273 -2.599
23 N -4.281 -4.030 2.278
24 N -0.206 -2.412 -0.644
25 N -1.965 0.407 2.107
26 N -1.625 3.993 5.836
27 C 1.893 -1.193 5.221
28 C 3.127 -0.226 3.506
29 C -1.075 -3.012 4.101
30 C 2.193 4.695 -0.509
31 C 4.253 0.967 1.431
32 C -2.768 2.384 0.940
33 C 4.232 0.860 -2.441
34 C -4.888 0.038 -1.414
35 C 2.181 -3.263 -4.390
36 C -0.511 -4.682 0.097
37 C 1.131 -2.126 -4.186
38 C -1.959 1.104 0.827
39 C 1.279 0.838 -0.833
40 C -4.580 -2.738 2.054
41 C -0.245 -2.798 1.849
42 C -1.557 2.578 -3.168
43 C 1.676 -4.684 -4.077
44 C -0.741 -3.183 0.462
45 C 2.969 0.650 2.289
46 C 0.787 0.118 -4.735
47 C -0.533 1.577 0.498
48 C -1.948 3.928 4.575
49 H -2.889 2.862 -0.032
50 H 2.155 1.100 -0.240
51 H 3.724 0.374 4.193
52 H -0.242 -1.441 -0.368
53 H -4.224 -1.688 -0.865
54 H 1.554 -4.929 -3.022
55 H 2.270 6.313 0.527
56 H 0.834 0.464 -3.702
57 H 3.773 -2.124 -3.864
58 H -1.896 -3.477 4.646
59 H 0.094 -2.396 -4.384
60 H 2.122 3.221 -1.790
61 H 0.907 -1.343 5.659
62 H 0.759 -4.992 -4.579
63 H 3.397 -0.940 -2.216
64 H 0.547 -4.939 0.146
65 H 4.063 -3.738 -3.757
66 H -4.514 -4.769 1.630
67 H -3.371 2.859 -2.312
68 H -5.448 -3.443 0.466
69 H -1.901 4.896 6.193
70 H -0.276 0.091 -4.973
71 H -1.619 2.501 3.210
72 H -3.979 -1.365 -2.540
73 H -2.844 -0.085 2.175
74 H 1.181 1.616 -1.591
75 H 2.400 0.104 1.536
76 H 3.276 1.919 -3.720
77 H 0.285 3.104 -3.828
78 H -0.237 -1.726 2.042
79 H -2.293 0.450 0.022
80 H -1.522 3.168 6.411
81 H 4.195 1.614 0.555
82 H -2.354 3.098 1.652
83 H -1.795 2.109 4.967
84 H 2.455 -3.220 -5.445
85 H 2.466 4.727 -2.568
86 H -3.793 2.065 1.126
87 H -1.290 -0.329 1.955
88 H 4.825 -0.526 -1.167
89 H 2.458 -0.584 5.926
90 H -0.175 -3.035 4.716
91 H 1.229 0.778 -5.482
92 H 1.346 1.709 2.645
93 H 2.378 -5.468 -4.359
94 H -2.165 4.127 -2.172
95 H -1.825 -3.075 0.505
96 H -4.354 0.477 -3.235
97 H 2.289 -2.184 4.997
98 H -0.610 4.375 -3.181
99 H 4.543 0.004 1.010
100 H -5.533 1.606 -2.557
101 H 0.779 -2.549 -0.820
102 H -3.519 -4.209 2.916
103 H -1.349 -1.961 4.016
104 H -0.939 -4.941 -0.871
105 H 2.335 2.621 1.819
106 H 1.740 -0.006 -1.346
107 H 2.868 6.470 -1.145
108 H 0.783 -3.146 1.949
109 H 1.151 -1.880 -3.124
110 H -5.308 -1.657 0.613
111 H -0.093 2.032 1.385
112 H 2.871 0.144 -3.683
113 H 3.632 -1.153 3.234
114 H -1.109 -5.198 0.849
115 H -0.569 2.476 -0.119
116 H 5.022 1.300 2.128